# C46H104N5O2

A cluster of 7 separate species, C46H104N5O2 in total at a distorted geometry (wB97M-V/def2-TZVPD, the OMol25 dataset).

Geometry as XYZ:
```
157
Properties=species:S:1:pos:R:3:forces:R:3:lowdin_charge:R:1
C 2.0682 -2.0942 6.0510 -0.115 0.092 0.475 -0.11
C 0.7121 -1.7979 6.6914 -0.802 -1.518 2.037 -0.70
C -0.3113 -1.6324 5.5684 -0.793 -0.401 0.385 -0.14
O 0.2774 -2.7156 7.6735 0.909 1.305 -2.222 -0.35
H 2.2435 -1.4172 5.2149 0.010 0.019 -0.604 0.03
H 2.0232 -3.1411 5.7509 0.445 -0.057 -0.145 0.07
H 2.8774 -1.8742 6.7473 0.029 -0.510 0.173 0.06
H 0.8026 -0.8153 7.1544 0.095 0.956 0.208 0.09
H -0.1137 -0.7744 4.9259 0.037 0.169 -0.373 0.01
H -1.2754 -1.5232 6.0650 -0.197 0.237 -0.004 0.06
H -0.3868 -2.5635 5.0067 0.164 -0.149 -0.361 0.06
C 1.8454 -0.6430 0.3142 0.765 0.659 1.001 -0.10
C 0.3943 -1.0531 0.3461 -0.755 0.317 -0.514 -0.63
C 0.1758 -1.7708 1.7121 -0.920 0.533 0.069 -0.07
O -0.5134 -0.0404 -0.0137 0.272 -0.369 0.812 -0.32
H 2.1767 0.0546 -0.4551 -0.390 -0.211 -0.476 0.04
H 2.5025 -1.5124 0.3372 0.177 -0.203 -0.231 0.06
H 2.0657 -0.1470 1.2595 0.068 0.292 0.295 0.06
H 0.3362 -1.8279 -0.4184 -0.244 -0.768 -0.455 0.07
H -0.0931 -1.0540 2.4881 0.303 0.466 0.061 0.05
H 1.0020 -2.3439 2.1328 0.235 -0.022 -0.313 0.08
H -0.6987 -2.4212 1.7296 -0.111 -0.361 -0.382 0.05
C 0.7514 1.9218 4.5354 -0.427 1.187 0.914 -0.09
C 0.6754 2.3873 3.1030 -0.915 0.181 -1.486 -0.22
C -0.0570 3.7556 2.8199 1.996 -0.212 0.182 -0.08
N -0.3714 4.0870 1.3308 -0.455 -1.063 0.395 -0.22
C 0.8116 3.8001 0.4381 -0.089 -0.153 0.137 -0.01
C -0.8226 5.5471 1.1528 -0.614 -0.858 -0.798 -0.04
C -2.0700 5.4776 0.1650 0.295 0.833 1.128 -0.12
C -2.2438 4.0406 -0.2059 0.251 -0.904 -0.230 -0.18
C -1.5770 3.2321 0.8788 0.615 0.164 0.115 -0.10
H -0.2101 1.9219 5.0488 -0.334 -0.384 -0.301 0.08
H 1.2763 2.6725 5.1264 0.571 -0.196 0.091 0.08
H 1.1958 0.9339 4.6567 0.091 0.196 -0.129 0.07
H 0.1723 1.6203 2.5142 0.040 -0.233 -0.256 0.09
H 1.6879 2.4876 2.7120 0.077 -0.116 -0.135 0.09
H 0.6942 4.5006 3.0824 -0.258 0.381 0.165 0.13
H -0.9144 3.8870 3.4799 -0.347 0.080 -0.570 0.13
H 0.6199 4.0898 -0.5951 -0.500 0.081 0.050 0.09
H 1.0333 2.7329 0.4413 -0.201 -0.031 0.177 0.09
H 1.6886 4.3735 0.7385 -0.177 0.026 0.444 0.09
H 0.0283 6.0850 0.7346 -0.162 0.123 0.231 0.12
H -1.0827 5.8986 2.1512 -0.009 0.212 -0.262 0.13
H -1.9762 6.0588 -0.7524 0.241 0.352 0.379 0.12
H -2.9497 5.8169 0.7120 0.090 0.258 -0.054 0.12
H -1.7441 3.8775 -1.1608 -0.026 -0.327 -0.052 0.09
H -3.2819 3.7244 -0.3086 -0.051 0.150 -0.087 0.12
H -1.2454 2.2518 0.5364 0.334 -0.240 0.135 0.10
H -2.1891 3.1058 1.7718 -0.080 0.171 -0.088 0.11
C 4.7827 1.6115 3.2499 0.329 0.219 0.130 -0.08
C 4.6882 1.6118 1.7284 0.115 -0.806 -0.730 -0.24
C 5.1395 2.9248 1.0850 0.234 -0.026 -0.016 -0.11
N 5.1025 3.0117 -0.4474 0.346 -0.378 -1.334 -0.19
C 6.2923 2.2881 -1.1850 -0.695 1.074 0.589 0.03
C 3.7504 2.4911 -0.9952 0.203 -0.249 1.061 -0.16
C 3.2977 3.4318 -2.0357 0.358 2.218 -0.948 -0.20
C 3.8091 4.8269 -1.5271 -0.121 -1.352 0.933 -0.14
C 5.1712 4.4736 -0.9383 -0.094 0.539 -0.439 -0.12
H 4.5407 0.6624 3.7283 -0.342 -0.132 -0.452 0.09
H 4.1715 2.3713 3.7370 0.126 0.160 -0.029 0.07
H 5.8369 1.7364 3.4971 -0.011 0.436 0.266 0.08
H 3.7125 1.3219 1.3386 -0.192 0.139 0.323 0.07
H 5.3336 0.7901 1.4181 0.201 0.013 -0.335 0.11
H 6.1586 3.1662 1.3869 0.041 0.053 -0.073 0.14
H 4.4899 3.7198 1.4510 -0.039 0.200 -0.179 0.13
H 7.0826 3.0386 -1.2028 0.303 -0.463 0.460 0.10
H 6.0215 2.1708 -2.2343 -0.384 -0.255 0.154 0.09
H 6.5707 1.3411 -0.7228 -0.201 0.237 0.064 0.10
H 3.8705 1.4656 -1.3445 0.031 -0.152 0.076 0.08
H 3.0415 2.5244 -0.1680 0.263 -0.222 0.089 0.08
H 3.7020 3.1993 -3.0208 0.085 -0.024 -0.044 0.09
H 2.2188 3.5282 -2.1576 -0.091 -0.572 0.048 0.09
H 3.8693 5.6132 -2.2796 -0.088 -0.118 0.107 0.12
H 3.1704 5.1076 -0.6897 -0.260 0.439 -0.243 0.09
H 5.8467 4.6187 -1.7813 0.434 -0.780 0.238 0.12
H 5.5457 5.1253 -0.1490 -0.223 -0.188 0.201 0.14
C -0.1852 -6.4991 0.4126 0.806 0.256 0.002 -0.08
C 1.0574 -6.1599 -0.5093 -1.584 0.243 -0.891 -0.18
C 1.0142 -4.6496 -1.0424 1.290 -1.881 -0.101 -0.06
N 2.0924 -4.3080 -2.1379 0.977 -0.760 -0.752 -0.19
C 3.5328 -4.5196 -1.5706 -0.999 -0.111 0.163 0.04
C 1.9259 -2.9069 -2.6560 0.533 0.450 -0.573 -0.14
C 2.3523 -2.9417 -4.1299 -0.113 1.595 0.199 -0.20
C 1.8723 -4.2289 -4.7095 -1.582 1.487 1.195 -0.17
C 1.9753 -5.1052 -3.4880 0.837 -2.368 -0.610 -0.09
H -0.2275 -7.5621 0.6499 0.080 -0.158 -0.624 0.08
H -1.1081 -6.2015 -0.0852 -0.014 -0.104 -0.012 0.06
H -0.1958 -6.0966 1.4255 0.349 0.709 -0.177 0.07
H 0.9013 -6.7983 -1.3789 0.025 -0.036 -0.228 0.09
H 1.9985 -6.5350 -0.1070 0.013 0.714 0.375 0.10
H 1.1688 -4.0335 -0.1567 0.017 0.627 -0.498 0.12
H 0.1095 -4.4228 -1.6066 -0.284 -0.134 0.587 0.12
H 3.6448 -3.7968 -0.7625 0.011 -0.186 0.016 0.10
H 4.3589 -4.4200 -2.2748 -0.589 0.497 -0.493 0.11
H 3.6201 -5.5470 -1.2174 -0.334 0.162 0.185 0.09
H 2.5648 -2.1990 -2.1280 -0.221 -0.059 0.401 0.11
H 0.8837 -2.6007 -2.5649 0.028 -0.219 0.187 0.10
H 3.4322 -2.8140 -4.2053 -0.044 0.136 -0.159 0.11
H 1.8143 -2.1228 -4.6073 0.628 0.407 -0.165 0.10
H 2.2683 -4.4620 -5.6980 0.428 -0.637 0.548 0.14
H 0.7912 -4.1336 -4.8108 -0.146 0.301 -0.690 0.11
H 2.9019 -5.6613 -3.6303 -0.225 -0.493 0.751 0.13
H 1.0980 -5.7369 -3.6273 0.232 -0.478 1.447 0.13
C -3.7295 -3.8804 -0.2804 -0.161 -0.122 0.233 -0.08
C -3.9817 -3.0992 1.0014 -0.672 0.757 -0.268 -0.23
C -3.6210 -1.6179 0.8466 0.402 -0.992 1.944 -0.11
N -4.0400 -0.7649 2.0737 -0.510 2.290 -1.647 -0.21
C -3.4167 -1.1893 3.3738 -1.075 -0.284 -0.327 0.04
C -3.5003 0.6814 1.7817 -0.870 -0.506 1.319 -0.09
C -4.3101 1.5637 2.7542 0.207 1.043 0.080 -0.17
C -5.6700 0.9052 2.9900 -0.655 -0.822 0.119 -0.14
C -5.5962 -0.5079 2.3617 1.131 -0.892 -0.275 -0.04
H -4.0590 -3.3650 -1.1825 0.009 0.205 0.010 0.06
H -4.3466 -4.7761 -0.2089 0.416 -0.263 -0.206 0.09
H -2.6697 -4.1201 -0.3670 -0.057 -0.170 -0.169 0.06
H -3.4467 -3.5856 1.8170 -0.043 0.166 0.052 0.11
H -5.0517 -3.1385 1.2055 -0.128 -0.215 0.229 0.11
H -4.0185 -1.2368 -0.0940 -0.135 0.433 0.411 0.11
H -2.5354 -1.5419 0.9070 0.141 0.421 -0.640 0.10
H -3.9468 -0.5597 4.0884 0.336 -0.473 0.436 0.11
H -2.3419 -1.0364 3.4708 -0.020 -0.085 -0.440 0.09
H -3.7064 -2.2377 3.4451 0.276 0.141 0.682 0.11
H -2.4225 0.6152 1.9307 -0.027 0.164 -0.109 0.10
H -3.7070 1.0226 0.7674 -0.098 -0.666 -0.165 0.12
H -3.8384 1.8206 3.7027 0.359 -0.766 0.112 0.12
H -4.4324 2.5756 2.3680 -0.162 -0.079 -0.584 0.10
H -5.9373 0.8600 4.0457 0.559 -0.379 0.186 0.12
H -6.5536 1.4438 2.6478 0.333 0.126 -0.789 0.12
H -5.9511 -1.3219 2.9939 0.337 0.160 0.380 0.13
H -6.1620 -0.6972 1.4495 0.346 0.639 -0.368 0.12
C -4.8661 0.1446 -6.6587 -0.336 0.157 -1.093 -0.10
C -4.4101 0.2022 -5.2354 0.812 0.045 1.324 -0.24
C -2.9288 -0.2928 -5.1560 0.462 -0.145 1.079 -0.07
N -2.1943 -0.0789 -3.7460 -0.968 2.067 -0.333 -0.20
C -2.9255 -0.8370 -2.6561 0.131 -0.275 -1.278 0.00
C -2.2108 1.4527 -3.4078 1.288 0.189 -0.853 -0.08
C -0.7586 1.8631 -3.0928 -0.075 -0.622 1.866 -0.20
C 0.1461 0.8451 -3.7830 -1.722 1.067 -0.970 -0.18
C -0.7024 -0.4061 -3.7100 0.193 -0.744 -0.094 -0.13
H -4.6055 -0.7823 -7.1697 0.296 0.040 0.006 0.09
H -4.4289 1.0069 -7.1620 0.246 -0.267 -0.383 0.09
H -5.9328 0.2552 -6.8537 -0.118 0.010 0.638 0.09
H -5.0492 -0.3016 -4.5102 0.021 -0.675 -0.341 0.10
H -4.5123 1.2289 -4.8837 0.450 0.242 -0.111 0.11
H -2.2872 0.1371 -5.9253 -0.026 0.693 0.262 0.13
H -2.8103 -1.3534 -5.3778 -0.459 -0.245 0.370 0.12
H -2.5684 -0.5386 -1.6704 0.268 0.034 -0.081 0.08
H -2.7251 -1.8852 -2.8779 0.091 -0.110 0.377 0.10
H -3.9971 -0.7028 -2.8039 0.132 0.275 0.245 0.09
H -2.9498 1.7071 -2.6481 0.021 -0.302 -0.075 0.12
H -2.3769 2.0207 -4.3231 -0.794 -0.442 -0.145 0.12
H -0.5234 1.7245 -2.0375 -0.364 -0.029 0.422 0.08
H -0.6143 2.9276 -3.2774 0.182 -0.084 -0.535 0.09
H 1.1258 0.7573 -3.3133 0.066 -0.172 -0.026 0.08
H 0.2266 1.1473 -4.8271 0.514 -0.151 -0.144 0.10
H -0.5670 -0.8925 -2.7440 0.144 -0.101 -0.021 0.10
H -0.4507 -1.0503 -4.5525 -0.280 -0.404 0.156 0.12
```
Positions in Å, forces in eV/Å.

HOMO (spin up / spin down) (eV): -6.31 / -7.22
Molecular weight (u): 759.4
<S²>: 0.751
Spin multiplicity: 2
DFT total energy (hartree): -2238.31738
Total charge: +2
LUMO energy (spin up / spin down) (eV): -4.1040 / -4.2329